{"formula": "C20H58N7O10", "method": "the ωB97M-V functional and the def2-TZVPD basis", "e_lumo_ev": 2.2, "charge": -1, "homo_lumo_gap_ev": 6.0851, "e_tot_ha": -1932.476633, "elements": ["C", "C", "O", "H", "H", "H", "H", "H", "C", "C", "C", "O", "C", "N", "H", "H", "H", "H", "H", "H", "H", "H", "H", "H", "H", "C", "C", "C", "O", "C", "N", "H", "H", "H", "H", "H", "H", "H", "H", "H", "H", "H", "C", "C", "C", "O", "C", "N", "H", "H", "H", "H", "H", "H", "H", "H", "H", "H", "H", "C", "C", "O", "O", "H", "H", "H", "H", "H", "H", "C", "C", "O", "O", "H", "H", "H", "H", "H", "H", "C", "O", "N", "N", "H", "H", "H", "H", "C", "O", "N", "N", "H", "H", "H", "H"], "xyz": [[-0.46361, -0.43291, -0.83181], [0.49814, 0.64961, -0.46641], [1.08507, 1.36207, -1.50192], [-0.64333, -1.06778, 0.04460], [-0.15259, -1.10846, -1.63730], [-1.39858, -0.00598, -1.21845], [1.23366, 0.26896, 0.27360], [-0.06730, 1.38173, 0.16117], [-3.70675, 1.54497, 0.56311], [-3.24381, 0.53372, 1.63285], [-3.37907, 1.17116, 3.00665], [-2.55110, 2.30119, 3.05077], [-2.74873, 3.07927, 4.21200], [-3.95149, -0.72598, 1.45987], [-3.29437, 1.20666, -0.38990], [-3.32017, 2.54568, 0.74734], [-4.79152, 1.47071, 0.46218], [-2.20532, 0.25828, 1.42430], [-3.16568, 0.42778, 3.78744], [-4.44185, 1.41688, 3.15963], [-2.45724, 2.51400, 5.09811], [-3.72787, 3.56598, 4.19504], [-2.08034, 3.94476, 4.17285], [-4.91466, -0.65787, 1.77633], [-3.97589, -0.96351, 0.47487], [0.14815, -0.59704, -5.78196], [1.10821, -0.31531, -4.61970], [1.61944, -1.58904, -3.94964], [2.33032, -1.39691, -2.74644], [2.33246, -2.60753, -1.99373], [2.26134, 0.49797, -5.06959], [-0.72716, -1.05999, -5.30979], [0.53616, -1.37037, -6.44939], [-0.15331, 0.30424, -6.30855], [0.62010, 0.21291, -3.79735], [2.21937, -2.16532, -4.67315], [0.77897, -2.25769, -3.71228], [1.29876, -2.90677, -1.79015], [2.97181, -2.36777, -1.15063], [2.75206, -3.37686, -2.65484], [1.84780, 1.25267, -5.62143], [2.73499, 0.02666, -5.84451], [3.35422, -3.96198, 1.30080], [2.52243, -2.88561, 2.03920], [3.17109, -1.50591, 2.04585], [4.31908, -1.40701, 2.88857], [4.05042, -1.57905, 4.26056], [1.17948, -2.84454, 1.47862], [2.94193, -4.97254, 1.29936], [4.34189, -4.02956, 1.76769], [3.42667, -3.65709, 0.25403], [2.51176, -3.19799, 3.08544], [2.42885, -0.84261, 2.50446], [3.39620, -1.08262, 1.06876], [4.81961, -2.17807, 4.75449], [3.08006, -1.99097, 4.53439], [4.10292, -0.60468, 4.75726], [1.14251, -2.37069, 0.58442], [0.80954, -3.77492, 1.34990], [-2.99928, -2.46388, -1.91406], [-3.47037, -3.62551, -2.77723], [-2.35955, -4.50189, -2.92650], [-4.06649, -1.56664, -1.58414], [-2.23629, -1.90455, -2.45762], [-2.59321, -2.82145, -0.96704], [-3.70744, -3.17023, -3.74354], [-4.29120, -4.17041, -2.31006], [-2.46401, -5.10550, -3.66287], [-4.04431, -0.86581, -2.24366], [0.23836, 0.43392, 3.77298], [0.66626, 1.83015, 3.31609], [0.94847, 2.61399, 4.47511], [1.17360, -0.13374, 4.67601], [0.07977, -0.24162, 2.93250], [-0.72519, 0.51088, 4.28926], [-0.21969, 2.19940, 2.79680], [1.49250, 1.77657, 2.60752], [0.72442, 3.53581, 4.34608], [1.11857, 0.27440, 5.54147], [2.80113, 3.97765, 0.32664], [3.53661, 3.37829, -0.44450], [3.26922, 4.62405, 1.42962], [1.43085, 4.00787, 0.18349], [2.60479, 4.83317, 2.14866], [4.25907, 4.69616, 1.55498], [1.06554, 3.29134, -0.44898], [0.84520, 4.51472, 0.81558], [-1.83022, 2.90463, -3.08473], [-2.77192, 3.23961, -3.81988], [-1.89842, 2.97394, -1.72607], [-0.62392, 2.47929, -3.52062], [-2.78681, 3.21086, -1.33475], [-1.15951, 2.56548, -1.16954], [-0.40304, 2.41383, -4.49000], [-0.01718, 2.20632, -2.74453]], "forces_ev_per_a": [[-0.74, -0.86, -0.42], [1.15, 1.98, -0.49], [-1.19, -0.11, 0.42], [-0.43, 0.05, 0.01], [0.55, 0.19, 0.06], [-0.10, -0.01, 0.28], [0.25, -0.32, -0.15], [-0.42, -0.21, 0.50], [0.57, -0.76, -0.20], [0.07, 0.41, -1.05], [-0.56, -1.17, -0.20], [-0.06, 0.24, 0.29], [0.67, 0.62, -0.60], [-0.34, -0.27, 0.95], [-0.06, 0.09, -0.04], [-0.30, 0.11, 0.07], [-0.06, 0.46, 0.21], [0.18, 0.48, 0.30], [0.41, 0.14, 0.10], [-0.02, 0.38, -0.05], [-0.59, -0.01, 0.27], [-0.38, -0.61, 0.49], [0.32, -0.24, -0.21], [0.01, 0.07, -0.11], [0.01, -0.05, -0.06], [-0.36, -1.08, 1.44], [1.02, 0.16, 0.18], [-0.27, -0.57, -0.22], [-0.32, 0.02, -0.34], [0.26, 1.07, -1.53], [-0.36, 0.27, -0.79], [-0.31, 0.19, -0.34], [0.23, 0.28, -0.26], [0.07, 0.00, -0.07], [-0.03, 0.37, -0.20], [0.28, 0.01, -0.04], [-0.37, 0.18, -0.21], [0.07, -0.01, 0.59], [-0.27, -0.44, 0.21], [0.29, -0.35, 0.45], [0.09, 0.40, 0.57], [0.11, -0.55, 0.41], [0.54, 0.68, 0.11], [0.67, -1.42, -0.76], [-0.86, 0.63, 1.13], [0.17, -0.92, -0.54], [0.31, 0.73, 0.82], [-0.40, 0.60, 0.56], [-0.39, 0.13, 0.29], [0.12, 0.05, -0.30], [0.35, -0.16, 0.13], [-0.55, 0.02, 0.02], [-0.23, 0.07, -0.31], [0.32, -0.26, -0.11], [0.11, -0.26, -0.39], [-0.10, -0.05, -0.40], [-0.13, 0.12, -0.06], [0.14, 0.06, -0.01], [0.02, -0.05, -0.01], [-0.08, 0.12, 0.32], [0.59, 0.24, -0.18], [0.47, 0.04, 0.31], [0.02, -0.19, -0.33], [0.22, -0.24, 0.15], [0.13, -0.04, -0.10], [-0.57, -0.35, -0.06], [-0.32, 0.27, -0.16], [-0.27, 0.08, -0.10], [-0.16, 0.09, 0.12], [-0.05, 0.72, 0.78], [-0.97, -0.64, -0.28], [0.22, -0.22, 0.33], [0.40, -0.80, -0.31], [0.36, -0.02, -0.08], [-0.11, 0.14, -0.09], [0.16, 0.30, -0.20], [0.28, 0.12, 0.18], [-0.07, -0.02, -0.29], [-0.17, 0.38, -0.14], [-0.14, -1.27, -0.98], [-0.19, 0.74, 0.42], [-0.27, 0.64, 0.30], [0.58, -0.28, -0.40], [0.39, 0.17, 0.33], [0.00, -0.12, 0.19], [0.10, -0.11, -0.08], [-0.13, -0.05, 0.03], [-0.26, 0.41, -1.45], [0.25, -0.19, 0.47], [0.02, 0.11, 0.24], [-0.66, 0.25, 0.83], [-0.03, -0.07, 0.12], [-0.15, -0.02, 0.06], [-0.07, 0.01, -0.12], [1.35, -0.73, -0.20]]}